The following is a quantum chemistry calculation of a 2-piece molecular cluster, C4H7NO overall, from the OMol25 dataset.

Last column: natural (NBO) charge in e.
Cartesian coordinates (Å):
O1 2.519 -1.587 -0.416  -0.576
C1 1.807 -0.618 -0.527  0.541
N1 0.930 -0.221 0.453  -0.631
C2 0.024 0.831 0.312  -0.017
C3 -1.013 1.028 1.138  -0.435
C4 -1.213 -0.494 -1.382  -0.258
H1 1.784 0.034 -1.420  0.129
H2 0.817 -0.864 1.227  0.408
H3 0.265 1.536 -0.477  0.233
H4 -1.235 0.344 1.953  0.203
H5 -1.625 1.919 1.052  0.222
H6 -2.202 -0.428 -0.889  0.094
H7 -0.838 -1.485 -1.026  0.088

Calculated values
Largest force on an atom, eV/Å: 0.427
HOMO, Ha: -0.3389
Molar mass, g mol⁻¹: 85.1
Total energy, Eh: -286.4282